87
Properties=species:S:1:pos:R:3:mulliken_charge:R:1 method="wB97M-V/def2-TZVPD" energy_ev=-70016.142 smiles="O=NOCc1ccc2c(c1)C(=O)c1ccccc1C2=O.CN(C)P(=O)(N(C)C)N(C)C.CN(C)P(=O)(N(C)C)N(C)C" mol_weight_g_mol=625.648 homo_lumo_gap_ev=7.27 homo_energy_ev=-7.90
O 2.845 -0.445 -3.110 -0.332
N 3.452 -1.131 -3.830 0.283
O 2.687 -2.273 -4.155 -0.139
C 2.974 -2.778 -5.479 -0.854
C 4.103 -2.064 -6.184 0.541
C 5.432 -2.434 -6.017 -0.431
C 6.464 -1.786 -6.677 -1.131
C 6.142 -0.716 -7.497 1.011
C 4.820 -0.305 -7.669 0.472
C 3.811 -0.988 -7.015 -0.549
C 4.571 0.889 -8.543 -0.104
O 3.652 0.960 -9.314 -0.527
C 5.607 1.964 -8.393 0.721
C 5.307 3.316 -8.361 -0.863
C 6.349 4.210 -8.176 -0.394
C 7.675 3.809 -8.054 -0.635
C 7.963 2.451 -8.087 -0.676
C 6.930 1.543 -8.250 0.567
C 7.183 0.064 -8.249 -0.158
O 8.106 -0.455 -8.820 -0.536
H 3.165 -3.851 -5.430 0.379
H 2.071 -2.655 -6.080 0.287
H 5.675 -3.254 -5.348 0.438
H 7.510 -2.041 -6.566 0.462
H 2.779 -0.678 -7.153 0.460
H 4.290 3.666 -8.476 0.470
H 6.159 5.277 -8.119 0.374
H 8.462 4.541 -7.940 0.411
H 8.964 2.053 -7.976 0.445
O -2.430 -0.536 -0.156 -0.826
P -1.207 -1.225 0.395 0.807
N -0.654 -1.985 -1.035 0.111
C -0.096 -3.305 -1.190 -0.820
C -0.064 -1.057 -1.992 -1.188
N -2.041 -2.303 1.492 0.315
C -2.560 -3.578 1.022 -1.187
C -3.079 -1.611 2.261 -1.210
N 0.322 -1.424 1.281 0.027
C 0.600 -2.589 2.094 -0.857
C 0.661 -0.210 2.047 -1.000
H 0.960 -3.367 -0.879 0.284
H -0.143 -3.598 -2.242 0.349
H -0.664 -4.063 -0.657 0.170
H 0.964 -0.800 -1.718 0.407
H -0.646 -0.134 -2.038 0.337
H -0.061 -1.479 -2.998 0.321
H -3.124 -3.492 0.084 0.363
H -3.215 -4.016 1.778 0.358
H -1.759 -4.309 0.893 0.303
H -4.001 -1.470 1.687 0.316
H -2.734 -0.626 2.579 0.316
H -3.313 -2.171 3.168 0.395
H -0.016 -2.643 2.997 0.291
H 1.650 -2.545 2.399 0.409
H 0.485 -3.516 1.537 0.245
H 0.000 -0.072 2.913 0.301
H 0.571 0.675 1.410 0.321
H 1.694 -0.246 2.398 0.355
O -4.012 0.085 4.869 -0.539
P -4.634 1.153 5.732 0.490
N -3.967 2.536 4.975 0.206
C -3.465 3.740 5.593 -0.854
C -4.559 2.824 3.676 -1.151
N -3.831 0.714 7.226 0.208
C -2.502 1.225 7.528 -1.098
C -3.855 -0.729 7.461 -1.095
N -5.897 2.042 6.607 -0.016
C -5.689 2.580 7.936 -0.871
C -7.184 1.320 6.577 -1.022
H -4.266 4.430 5.906 0.310
H -2.832 4.276 4.882 0.379
H -2.825 3.535 6.447 0.151
H -5.528 3.337 3.778 0.313
H -4.719 1.903 3.113 0.293
H -3.895 3.449 3.077 0.384
H -1.804 1.128 6.686 0.304
H -2.082 0.696 8.385 0.374
H -2.542 2.270 7.842 0.288
H -3.089 -1.261 6.886 0.272
H -4.825 -1.151 7.189 0.345
H -3.703 -0.934 8.524 0.366
H -5.596 1.807 8.705 0.291
H -6.548 3.208 8.185 0.403
H -4.816 3.227 7.985 0.243
H -7.166 0.422 7.208 0.337
H -7.417 1.009 5.554 0.322
H -8.000 1.964 6.908 0.359

90
Properties=species:S:1:pos:R:3:mulliken_charge:R:1 method="wB97M-V/def2-TZVPD" energy_ev=-61619.499 smiles="C=CC(=O)OCCCCCCB(O)CCN.C[C@@H]1COC(=O)O1.C[C@@H]1COC(=O)O1.C[C@@H]1COC(=O)O1.C[C@@H]1COC(=O)O1" mol_weight_g_mol=635.469 homo_lumo_gap_ev=6.92 homo_energy_ev=-8.00
C -10.836 2.698 -0.003 -0.594
C -9.492 2.636 -0.525 -0.386
C -8.250 2.000 0.281 0.694
O -7.954 0.826 0.033 -0.474
O -7.578 2.864 1.169 -0.299
C -7.032 2.168 2.324 -0.484
C -5.447 2.312 2.276 -0.483
C -4.711 1.785 3.623 -0.492
C -3.126 1.939 3.326 -0.451
C -2.231 0.822 4.037 -0.366
C -0.682 1.292 4.223 -0.602
B 0.366 0.404 3.355 0.135
O 0.001 -0.837 2.665 -0.368
C 1.939 0.842 3.164 0.082
C 2.110 2.304 2.523 -0.047
N 2.342 3.296 3.615 -0.620
H -11.126 3.598 0.651 0.248
H -11.638 1.918 -0.260 0.253
H -9.208 3.081 -1.545 0.311
H -7.416 1.111 2.471 0.366
H -7.383 2.763 3.246 0.256
H -5.216 3.441 2.249 0.210
H -4.961 1.882 1.336 0.287
H -4.894 0.678 3.805 0.326
H -5.040 2.404 4.532 0.291
H -2.730 2.965 3.661 0.288
H -2.959 1.883 2.187 0.156
H -2.607 0.621 5.107 0.276
H -2.326 -0.161 3.477 0.227
H -0.416 1.192 5.339 0.285
H -0.589 2.406 3.980 0.114
H -0.342 -0.561 1.782 0.266
H 2.456 0.080 2.482 -0.544
H 2.475 0.815 4.177 0.294
H 3.064 2.312 1.884 0.306
H 1.202 2.542 1.869 0.076
H 2.850 4.119 3.234 0.340
H 1.471 3.588 4.070 0.210
C 0.129 -4.062 0.876 -1.192
C -0.255 -3.701 -0.542 0.466
C 0.321 -4.613 -1.586 -0.536
O 0.349 -3.767 -2.735 -0.295
C 0.473 -2.492 -2.271 0.581
O 0.709 -1.542 -2.960 -0.567
O 0.298 -2.441 -0.923 -0.163
H -0.099 -3.236 1.555 0.163
H -0.405 -4.953 1.211 0.396
H 1.203 -4.250 0.961 0.289
H -1.345 -3.626 -0.628 0.239
H -0.298 -5.493 -1.765 0.384
H 1.345 -4.932 -1.370 0.280
C 0.610 6.184 -2.462 -1.457
C 1.583 5.438 -1.576 0.500
C 1.077 4.112 -1.088 -0.613
O 1.821 3.936 0.115 -0.137
C 2.105 5.184 0.579 0.548
O 2.561 5.417 1.661 -0.542
O 1.800 6.133 -0.348 -0.365
H 0.917 7.227 -2.575 0.359
H 0.553 5.725 -3.451 0.377
H -0.393 6.197 -2.028 0.352
H 2.551 5.342 -2.079 0.253
H 1.274 3.301 -1.790 0.354
H 0.012 4.117 -0.835 0.303
C 6.861 -1.214 -0.131 -1.507
C 5.552 -1.891 0.212 0.618
C 4.667 -1.091 1.124 -0.496
O 3.888 -2.107 1.748 -0.192
C 4.656 -3.233 1.755 0.509
O 4.390 -4.229 2.359 -0.561
O 5.767 -3.072 0.983 -0.374
H 7.556 -1.930 -0.575 0.377
H 6.703 -0.393 -0.833 0.375
H 7.348 -0.816 0.763 0.363
H 5.029 -2.183 -0.705 0.254
H 4.029 -0.389 0.584 0.314
H 5.216 -0.551 1.902 0.282
C 2.383 -3.714 -5.160 -1.271
C 2.802 -4.632 -6.286 0.531
C 1.908 -5.824 -6.471 -0.421
O 2.788 -6.762 -7.086 -0.326
C 4.045 -6.449 -6.660 0.587
O 5.008 -7.135 -6.833 -0.529
O 4.056 -5.252 -6.008 -0.370
H 3.191 -3.021 -4.910 0.389
H 1.497 -3.138 -5.433 0.381
H 2.161 -4.277 -4.251 0.130
H 2.912 -4.061 -7.215 0.286
H 1.052 -5.614 -7.115 0.333
H 1.553 -6.253 -5.529 0.253

80
Properties=species:S:1:pos:R:3:mulliken_charge:R:1 method="wB97M-V/def2-TZVPD" energy_ev=-137166.723 mol_weight_g_mol=598.895 homo_lumo_gap_ev="4.28 / 6.15" de_lowest_ev=1.2631 charge=+2 homo_energy_ev="-12.67 / -12.71"
N 5.366 3.593 -3.240 -0.547
C 5.927 2.625 -2.502 -0.359
C 5.874 1.283 -2.913 -0.465
C 4.895 0.918 -3.875 0.985
C 4.394 1.944 -4.715 -0.352
C 4.601 3.278 -4.300 -0.505
C 4.323 -0.439 -3.764 -0.652
Mg -0.862 -1.650 -0.585 1.301
P -3.834 -0.646 2.645 0.538
C 2.998 -0.717 -4.101 -0.630
C 2.079 -1.672 -3.488 0.994
C 0.754 -1.705 -4.016 -0.432
C -0.245 -2.457 -3.329 -0.285
C 0.142 -2.870 -2.070 -0.418
C 1.407 -3.164 -1.643 -0.753
C 2.427 -2.452 -2.348 -0.428
Br -2.701 -3.044 0.013 -0.661
H 5.001 -1.167 -3.274 0.450
H 2.566 -0.220 -4.966 0.272
H 6.489 0.495 -2.436 0.355
H 4.009 1.694 -5.709 0.453
H 6.429 2.874 -1.554 0.362
H 4.120 4.111 -4.810 0.407
H 0.502 -1.187 -4.970 0.367
H 3.490 -2.538 -2.084 0.373
H -1.220 -2.589 -3.796 0.538
H 1.611 -3.842 -0.827 0.596
P -1.201 0.969 -0.965 0.625
C -3.144 -2.157 3.530 -0.315
C -3.980 -3.379 3.848 -1.524
H -2.693 -1.782 4.461 0.521
H -2.328 -2.393 2.821 0.213
H -3.359 -4.195 4.236 0.435
H -4.717 -3.158 4.621 0.375
H -4.464 -3.768 2.953 0.380
C -5.472 -0.928 1.802 -0.362
C -6.353 -1.969 2.488 -1.081
H -5.143 -1.270 0.798 0.295
H -6.013 0.030 1.658 0.468
H -7.247 -2.185 1.895 0.398
H -5.832 -2.930 2.596 0.117
H -6.697 -1.654 3.495 0.245
C -4.125 0.470 4.091 -0.582
C -4.883 -0.100 5.274 -1.063
H -4.654 1.349 3.684 0.504
H -3.117 0.807 4.374 0.395
H -5.283 0.781 5.794 0.368
H -5.730 -0.742 4.993 0.160
H -4.246 -0.676 5.956 0.328
C -1.161 2.301 0.315 -0.985
C -2.091 2.036 1.486 -0.954
H -1.430 3.254 -0.171 0.552
H -0.130 2.405 0.681 0.516
H -1.975 2.853 2.207 0.398
H -3.139 1.999 1.179 0.483
H -1.868 1.092 2.008 -0.129
C -2.848 1.196 -1.705 -0.695
C -3.073 0.568 -3.080 -1.130
H -3.087 2.269 -1.725 0.568
H -3.539 0.720 -0.994 0.103
H -4.015 0.958 -3.486 0.400
H -2.271 0.808 -3.788 0.266
H -3.156 -0.525 -3.023 0.256
C 0.090 1.390 -2.237 0.289
C 1.332 2.068 -1.665 -0.983
H -0.378 1.985 -3.040 0.565
H 0.386 0.413 -2.669 -0.413
H 2.078 2.215 -2.461 0.207
H 1.096 3.043 -1.225 0.390
H 1.801 1.457 -0.870 0.062
C 1.167 0.384 2.505 -0.619
S 1.685 -0.805 1.251 0.634
C 2.516 -2.031 2.244 -1.114
O 0.342 -1.533 1.029 -0.811
H 2.044 0.706 3.077 0.532
H 0.393 -0.129 3.109 0.146
H 0.721 1.253 2.003 -0.048
H 1.765 -2.412 2.943 0.327
H 2.796 -2.838 1.567 0.337
H 3.417 -1.619 2.717 0.448

| no. | F_max (eV Å⁻¹) |
| --- | --- |
| 1 | 6.47 |
| 2 | 3.81 |
| 3 | 3.38 |